Here is a structure of composition C39H65Br9Cl6NO12 at a distorted geometry from the OMol25 dataset. Energies are from ωB97M-V/def2-TZVPD.

CARTESIAN COORDINATES (ANGSTROEM)
C (2.35814, 3.10343, -2.48062)
C (2.68638, 2.94058, -0.99575)
C (2.12079, 1.69847, -0.29769)
C (0.61379, 1.55711, -0.37811)
N (0.08754, 0.24086, 0.13270)
C (-1.42907, 0.30100, 0.22021)
C (-1.84760, -0.14179, 1.58936)
C (-0.66063, -0.82494, 2.22723)
C (0.51799, -0.08287, 1.56558)
C (0.45711, -0.89061, -0.76882)
H (1.27116, 3.14098, -2.60048)
H (2.85332, 2.39569, -3.14814)
H (2.65944, 4.08982, -2.84258)
H (2.17584, 3.80119, -0.55057)
H (3.75814, 3.02468, -0.82780)
H (2.43905, 1.68221, 0.75048)
H (2.63664, 0.78049, -0.60679)
H (0.21740, 1.54324, -1.39449)
H (0.12818, 2.34934, 0.18883)
H (-1.84144, -0.20787, -0.65353)
H (-1.81984, 1.29550, -0.01380)
H (-2.68652, -0.84089, 1.52474)
H (-2.27844, 0.59673, 2.26063)
H (-0.67412, -1.85024, 1.85046)
H (-0.64908, -0.74333, 3.30851)
H (1.45538, -0.62449, 1.63969)
H (0.57503, 0.87182, 2.09133)
H (-0.01409, -1.80774, -0.42514)
H (1.53869, -0.97647, -0.83507)
H (0.08042, -0.69216, -1.77446)
O (1.99768, 1.22324, 4.28171)
C (3.02110, 0.71054, 4.65577)
O (3.41163, 0.74424, 5.92693)
C (4.43950, -0.23903, 6.10377)
C (5.22631, -0.14587, 4.79390)
C (4.08926, 0.05709, 3.77679)
H (4.02715, -1.21027, 6.38165)
H (5.13670, -0.02418, 6.91473)
H (5.80271, -1.04354, 4.57931)
H (5.86500, 0.73245, 4.86238)
H (3.73262, -0.90861, 3.40730)
H (4.38252, 0.54949, 2.85279)
O (-0.83479, 0.02910, -2.60760)
C (-1.95348, -0.37751, -2.84054)
O (-2.42529, -1.50586, -2.32511)
C (-3.78457, -1.75374, -2.73838)
C (-4.22440, -0.43418, -3.33950)
C (-2.93323, 0.21008, -3.80578)
H (-4.43189, -2.02107, -1.90624)
H (-3.80745, -2.51459, -3.52120)
H (-4.70616, 0.15896, -2.55967)
H (-5.02919, -0.59382, -4.05888)
H (-2.89088, 1.29331, -3.73632)
H (-2.62524, -0.15107, -4.79135)
O (0.85022, -2.84341, -3.74112)
C (1.24086, -1.71180, -3.73520)
O (2.28999, -1.29724, -2.99635)
C (2.64787, 0.07647, -3.27730)
C (1.45153, 0.66209, -3.97936)
C (0.63727, -0.51667, -4.47891)
H (3.52311, 0.11150, -3.92951)
H (2.91945, 0.50543, -2.31375)
H (1.76976, 1.36771, -4.74760)
H (0.80619, 1.24571, -3.31474)
H (0.85124, -0.72425, -5.53158)
H (-0.43844, -0.47354, -4.33990)
O (3.65621, -1.07834, 0.75068)
C (4.66748, -1.16395, 0.10041)
O (5.64122, -0.23671, 0.25507)
C (6.70451, -0.48429, -0.67372)
C (6.59761, -1.98632, -0.95226)
C (5.10983, -2.17935, -0.94646)
H (7.64399, -0.24910, -0.17982)
H (6.57591, 0.07223, -1.60409)
H (7.16589, -2.54711, -0.20969)
H (7.06811, -2.21512, -1.91011)
H (4.75172, -3.14404, -0.59408)
H (4.67968, -1.91446, -1.91308)
O (-3.13505, -4.73100, 1.06802)
C (-2.75709, -4.66398, -0.05955)
O (-1.51273, -4.17358, -0.34785)
C (-1.27826, -4.24599, -1.76860)
C (-2.26084, -5.30374, -2.29564)
C (-3.41779, -5.14930, -1.32650)
H (-0.25258, -4.57878, -1.91253)
H (-1.31783, -3.29026, -2.29392)
H (-1.79132, -6.28459, -2.27254)
H (-2.65164, -5.08854, -3.28843)
H (-3.96803, -6.06441, -1.12774)
H (-4.05724, -4.33800, -1.68180)
O (-1.74359, 3.20041, 1.72300)
C (-2.23391, 4.10502, 2.32708)
O (-1.51612, 5.21726, 2.68727)
C (-2.29779, 6.10781, 3.51449)
C (-3.37359, 5.18966, 4.06156)
C (-3.60239, 4.21622, 2.96883)
H (-2.68951, 6.90305, 2.87670)
H (-1.64330, 6.47547, 4.29858)
H (-4.27689, 5.61352, 4.49821)
H (-2.89208, 4.67841, 4.90556)
H (-4.26355, 4.66845, 2.21884)
H (-3.96494, 3.24108, 3.28331)
C (-0.72632, 5.05159, -0.58298)
Cl (0.53120, 5.91159, -1.49584)
Cl (-1.29612, 3.64411, -1.49972)
H (-0.36589, 4.73672, 0.38793)
H (-1.56819, 5.73311, -0.56133)
C (0.44800, 1.88918, -5.21844)
Cl (1.40115, 2.09963, -6.68863)
Cl (-0.99403, 2.91631, -5.27231)
H (0.06655, 0.87622, -5.14804)
H (1.13662, 2.08741, -4.40461)
C (-5.67653, -3.71056, 1.67987)
Cl (-4.92311, -2.11069, 1.60328)
Cl (-7.30579, -3.64704, 2.36553)
H (-5.66208, -4.17138, 0.70036)
H (-5.08359, -4.28016, 2.38349)
C (-0.83303, 0.53685, 6.13448)
Br (-1.06322, -1.43131, 6.07063)
Br (-1.06401, 1.06379, 8.00558)
Br (-1.96111, 1.49801, 4.90606)
H (0.19679, 0.74992, 5.87215)
C (1.83631, -5.08101, 0.27836)
Br (1.72937, -3.46182, 1.38454)
Br (2.87351, -6.46152, 1.17245)
Br (2.43811, -4.65078, -1.54138)
H (0.83215, -5.46836, 0.17618)
C (-5.73966, 1.14192, 0.62231)
Br (-6.73014, -0.03081, -0.58893)
Br (-6.96072, 2.46615, 1.41753)
Br (-4.37500, 2.08770, -0.39871)
H (-5.28955, 0.52070, 1.38392)

Output
total charge = +1
max |F| = 0.143 hartree/bohr
HOMO energy = -0.4341 Eh

Atom charges from the Mulliken analysis, given in e for atoms 1 to 99:
1. C -0.849
2. C -0.922
3. C 0.383
4. C 0.157
5. N 1.362
6. C 1.372
7. C 1.201
8. C 0.263
9. C -0.055
10. C 0.059
11. H 0.012
12. H 0.339
13. H 0.419
14. H 0.420
15. H 0.442
16. H 0.434
17. H -0.841
18. H -0.614
19. H 0.750
20. H -0.526
21. H -0.683
22. H -0.937
23. H -0.468
24. H 0.207
25. H -0.709
26. H -0.644
27. H 0.470
28. H 0.181
29. H -0.276
30. H -0.110
31. O -0.433
32. C 0.367
33. O -0.416
34. C -0.494
35. C -0.619
36. C 0.360
37. H 0.254
38. H 0.351
39. H 0.346
40. H 0.311
41. H -0.153
42. H 0.151
43. O -0.296
44. C -0.133
45. O -0.043
46. C -0.387
47. C -0.658
48. C 0.144
49. H 0.302
50. H 0.327
51. H -0.198
52. H 0.501
53. H 0.241
54. H 0.293
55. O -0.652
56. C 0.126
57. O -0.310
58. C -0.917
59. C 0.943
60. C -0.175
61. H 0.130
62. H 0.006
63. H 0.824
64. H -0.791
65. H 0.802
66. H -0.568
67. O -0.157
68. C 0.106
69. O -0.439
70. C -0.494
71. C -0.646
72. C 0.258
73. H 0.380
74. H 0.265
75. H 0.300
76. H 0.340
77. H 0.170
78. H -0.143
79. O -0.625
80. C 0.399
81. O -0.242
82. C 1.353
83. C -0.956
84. C -0.221
85. H -0.050
86. H -0.927
87. H 0.322
88. H 0.400
89. H 0.522
90. H -0.023
91. O -0.127
92. C -0.042
93. O -0.408
94. C -0.550
95. C -0.521
96. C -0.043
97. H 0.283
98. H 0.351
99. H 0.413


Here is a structure of composition C39H65F2N2O4Ru from the OMol25 dataset. Energies are from ωB97M-V/def2-TZVPD.

CARTESIAN COORDINATES (ANGSTROEM)
Ru (-1.32892, 1.18526, 0.66554)
C (-3.95676, -0.61930, -0.55019)
N (-3.47103, -0.41444, 0.82294)
C (-4.64022, -0.08412, 1.64309)
C (-2.90775, -1.65770, 1.36747)
C (-1.69497, -2.13195, 0.60595)
N (-0.58627, -1.18464, 0.68255)
C (0.35785, -1.37924, -0.43628)
C (-0.29846, -1.33773, -1.78753)
C (-0.16990, -2.41091, -2.65324)
C (-0.68859, -2.38215, -3.94207)
C (-1.31320, -1.20535, -4.34286)
C (-1.46511, -0.09292, -3.51824)
C (-0.98942, -0.18199, -2.19203)
O (-1.19869, 0.80727, -1.32701)
C (-2.07693, 1.20957, -4.04696)
C (-1.04537, 2.34147, -3.91466)
C (-2.46317, 1.10424, -5.52472)
C (-3.34853, 1.58409, -3.27070)
C (-0.55434, -3.60592, -4.84631)
C (-1.12637, -3.35876, -6.24251)
C (-1.31329, -4.78316, -4.21751)
C (0.92683, -3.98104, -4.99509)
C (0.05026, -1.29843, 2.01661)
C (1.43843, -0.75058, 2.12497)
C (2.39325, -1.49682, 2.80264)
C (3.66470, -1.00047, 3.02577)
C (3.95005, 0.23841, 2.45666)
C (3.05193, 1.00513, 1.72437)
C (1.70894, 0.54007, 1.64244)
O (0.71683, 1.28566, 1.16805)
C (3.57699, 2.31037, 1.10398)
C (3.54861, 3.41415, 2.17000)
C (2.77388, 2.77859, -0.10848)
C (5.02341, 2.12300, 0.61348)
C (4.73066, -1.73213, 3.83691)
C (5.97817, -1.96395, 2.97246)
C (5.11267, -0.87814, 5.05411)
C (4.23752, -3.08914, 4.33917)
H (-4.64063, -1.47914, -0.58865)
H (-3.14102, -0.77969, -1.24947)
H (-4.49978, 0.26836, -0.86959)
H (-5.36257, -0.91214, 1.61733)
H (-5.12672, 0.81115, 1.26928)
H (-4.34407, 0.08006, 2.67529)
H (-3.66571, -2.45560, 1.34793)
H (-2.65682, -1.47201, 2.41433)
H (-1.94765, -2.28753, -0.44107)
H (-1.39712, -3.11014, 1.01160)
H (0.89550, -2.32959, -0.31494)
H (1.09057, -0.57789, -0.37828)
H (0.36133, -3.28942, -2.30065)
H (-1.69303, -1.14529, -5.35108)
H (-0.14244, 2.09893, -4.47946)
H (-0.76688, 2.51027, -2.87781)
H (-1.46002, 3.26915, -4.31827)
H (-1.60251, 0.86564, -6.15228)
H (-2.85980, 2.06530, -5.85668)
H (-3.23580, 0.35018, -5.69292)
H (-3.12580, 1.74817, -2.21859)
H (-4.10035, 0.79489, -3.35749)
H (-3.77236, 2.50315, -3.68399)
H (-2.19189, -3.12410, -6.20578)
H (-1.00430, -4.25760, -6.84976)
H (-0.60986, -2.54080, -6.74850)
H (-2.37665, -4.55039, -4.13085)
H (-0.93558, -5.00961, -3.21925)
H (-1.20660, -5.68046, -4.83195)
H (1.49961, -3.13789, -5.38508)
H (1.03724, -4.82116, -5.68475)
H (1.36653, -4.27271, -4.04056)
H (0.07574, -2.35709, 2.31067)
H (-0.59810, -0.78064, 2.73553)
H (2.11273, -2.47926, 3.16376)
H (4.95429, 0.62359, 2.57562)
H (2.51783, 3.64777, 2.44608)
H (4.01407, 4.32594, 1.78693)
H (4.08624, 3.10507, 3.06969)
H (1.75423, 3.00820, 0.14540)
H (2.76313, 2.01744, -0.89410)
H (3.24331, 3.67801, -0.51599)
H (5.73982, 1.99241, 1.42564)
H (5.32832, 3.01069, 0.05638)
H (5.09809, 1.26069, -0.05184)
H (6.43896, -1.02155, 2.67384)
H (5.72013, -2.51380, 2.06553)
H (6.72355, -2.54026, 3.52598)
H (5.49891, 0.09530, 4.74915)
H (5.88337, -1.37828, 5.64601)
H (4.24307, -0.70961, 5.69249)
H (3.99410, -3.75824, 3.51119)
H (3.35387, -2.98672, 4.97211)
H (5.01997, -3.56428, 4.93393)
C (-0.16896, 1.98775, 3.72381)
O (-1.39728, 1.47046, 3.21797)
C (-2.55643, 2.06916, 3.79305)
C (-3.05394, 3.18477, 2.91679)
O (-3.42477, 2.58924, 1.69390)
C (-4.24116, 3.40896, 0.87522)
H (-0.01343, 1.62175, 4.74214)
H (-0.17543, 3.08049, 3.71617)
H (0.62668, 1.64120, 3.06466)
H (-2.35625, 2.44473, 4.80129)
H (-3.31813, 1.29235, 3.86916)
H (-2.26866, 3.92950, 2.74281)
H (-3.91004, 3.68500, 3.38693)
H (-5.21586, 3.56558, 1.34918)
H (-4.37459, 2.89535, -0.07632)
H (-3.77961, 4.38181, 0.69055)
F (-0.23999, 3.58824, -0.72701)
C (-0.99704, 3.41182, 0.41068)
F (-0.25083, 3.93484, 1.45986)
H (-1.83839, 4.10322, 0.29436)

Output
total charge = 0
max |F| = 0.015 hartree/bohr
expectation value of S² = 8.759
HOMO energy (alpha / beta) = -0.2576 / -0.2657 Eh
spin multiplicity = 6

Atom charges from the Mulliken analysis, given in e for atoms 1 to 99:
1. Ru 1.578
2. C -1.424
3. N 1.000
4. C -1.336
5. C -1.583
6. C -1.028
7. N 1.374
8. C -0.560
9. C -0.659
10. C -0.198
11. C -0.956
12. C -0.008
13. C -0.031
14. C -0.673
15. O -0.414
16. C 2.421
17. C -1.539
18. C -2.565
19. C -1.180
20. C 2.104
21. C -2.168
22. C -1.656
23. C -1.695
24. C -1.466
25. C 0.608
26. C -0.412
27. C -0.599
28. C -0.820
29. C 0.902
30. C -1.768
31. O 2.467
32. C 2.325
33. C -1.693
34. C -2.307
35. C -1.973
36. C 1.945
37. C -1.618
38. C -1.605
39. C -2.144
40. H 0.266
41. H 0.325
42. H 0.432
43. H 0.459
44. H 0.243
45. H 0.244
46. H 0.537
47. H 0.432
48. H 0.331
49. H 0.339
50. H 0.455
51. H 0.106
52. H 0.511
53. H 0.690
54. H 0.356
55. H 0.058
56. H 0.441
57. H 0.463
58. H 0.451
59. H 0.447
60. H -0.368
61. H 0.336
62. H 0.597
63. H 0.383
64. H 0.449
65. H 0.403
66. H 0.354
67. H 0.326
68. H 0.452
69. H 0.367
70. H 0.476
71. H 0.315
72. H 0.590
73. H 0.270
74. H 0.605
75. H 0.281
76. H 0.192
77. H 0.475
78. H 0.257
79. H 0.136
80. H 0.354
81. H 0.517
82. H 0.422
83. H 0.476
84. H 0.393
85. H 0.324
86. H 0.345
87. H 0.458
88. H 0.287
89. H 0.446
90. H 0.360
91. H 0.371
92. H 0.379
93. H 0.443
94. C -0.848
95. O -0.292
96. C -0.749
97. C -0.752
98. O 0.266
99. C -1.144


The calculation returns the following energy above the lowest of the compared OMol25 structures with the same formula, charge and spin values, one per record and in order: 137.3, 0.0 kcal/mol.
The calculation returns the following electronic energy values, one per record and in order: -28409.5187, -2230.0200 a.u..
The calculation returns the following M values, one per record and in order: 1671.80, 765.02 g/mol.